Entry i
Molecular formula: C4H11N3
Method: DFT, ωB97M-V with the def2-TZVPD basis set

Atoms and positions in Å:
N -0.79236 -2.62662 -0.29948
C -0.87188 -1.34665 0.41230
C -0.67825 -0.21998 -0.28815
N 0.12828 -0.19236 -1.53914
C -0.63066 1.10753 0.46756
C 0.62653 1.62727 1.09726
N 1.85010 1.41380 0.19426
H -0.84982 -2.61955 -1.32460
H -1.59981 -3.14044 0.17241
H -1.20472 -1.20448 1.41876
H 0.21845 -1.24207 -1.68719
H 1.03431 0.19565 -1.36414
H -1.35379 1.21158 1.23185
H -0.82991 1.79884 -0.35767
H 0.85071 1.28458 2.21572
H 0.35192 2.73863 1.21659
H 1.77110 1.78617 -0.75079
H 2.63493 2.01834 0.60576

Properties
Highest occupied orbital energy (eV): -7.68
SMILES string: N/C=C(\N)CCN
Gap between HOMO and LUMO (eV): 8.716

Atom charges from the Mulliken analysis, given in e for atoms 1 to 6: number 1, N, carries -0.64; number 2, C, carries -0.22; number 3, C, carries 0.28; number 4, N, carries -0.69; number 5, C, carries -1.02; number 6, C, carries -0.19


Entry ii
Molecular formula: C4H11N3
Method: DFT, ωB97M-V with the def2-TZVPD basis set

Atoms and positions in Å:
H 1.79537 -1.25750 2.06690
N 2.44411 -1.17092 1.28888
C 1.87508 -0.73707 0.22282
N 2.39572 -0.84978 -1.07012
N 0.58394 -0.23117 0.31127
C -0.39543 -0.16819 -0.76897
C -1.82598 0.13996 -0.22059
C -1.94506 1.37973 0.58597
H 3.38176 -1.05898 -0.97578
H 2.22575 -0.07360 -1.69182
H 0.48487 0.11410 1.24819
H -0.27230 0.51690 -1.63773
H -0.34828 -1.19695 -1.14850
H -1.97833 -0.70337 0.43768
H -2.51257 -0.02766 -1.05463
H -1.26372 1.45263 1.45928
H -1.70899 2.25944 -0.04854
H -2.93594 1.61242 0.99571

Properties
Highest occupied orbital energy (eV): -8.57
SMILES string: [H]/N=C(/N)NCCC
Gap between HOMO and LUMO (eV): 9.454

Atom charges from the Mulliken analysis, given in e for atoms 1 to 6: number 1, H, carries 0.21; number 2, N, carries -0.79; number 3, C, carries 0.48; number 4, N, carries -0.47; number 5, N, carries -0.17; number 6, C, carries -0.62


Most stable of them? entry ii.


Entry i
Molecular formula: C4H11N3
Method: DFT, ωB97M-V with the def2-TZVPD basis set

Atoms and positions in Å:
C 1.30515 -1.61583 -0.07099
C 0.61499 -0.32366 -0.44952
C 1.54520 0.71025 -1.05759
C -0.44625 0.13261 0.33809
N -0.79985 -0.23586 1.61762
N -1.30839 0.86562 -0.42108
N -2.47617 1.47646 0.08064
H 2.01498 -1.49003 0.75809
H 1.88417 -1.98952 -0.91656
H 0.59332 -2.38825 0.22756
H 1.04564 1.30047 -1.83074
H 2.40197 0.26448 -1.56296
H 1.91860 1.42090 -0.31163
H -1.76422 -0.48793 1.79080
H -0.13723 -0.83157 2.08622
H -0.81434 0.53618 -1.39445
H -2.31751 1.82896 1.02125
H -3.26004 0.82672 0.09523

Properties
Highest occupied orbital energy (eV): -6.56
SMILES string: CC(C)=C(N)NN
Gap between HOMO and LUMO (eV): 7.312

Atom charges from the Mulliken analysis, given in e for atoms 1 to 6: number 1, C, carries -1.71; number 2, C, carries 0.22; number 3, C, carries -1.27; number 4, C, carries 0.60; number 5, N, carries -0.51; number 6, N, carries -0.09


Entry ii
Molecular formula: C4H11N3
Method: DFT, ωB97M-V with the def2-TZVPD basis set

Atoms and positions in Å:
C 1.24460 1.14307 0.61311
C 1.02348 -0.28560 0.18736
N 0.78412 -0.36263 -1.30329
N 1.65346 -1.21567 0.81008
H 0.94610 -1.29858 -1.65713
H 1.23907 0.36549 -1.85383
H 1.55815 -2.12835 0.37049
H 2.19804 1.49160 0.20141
H 1.30707 1.18743 1.69926
H 0.44599 1.80141 0.27078
N -1.70388 0.61053 1.09269
C -1.24674 -0.45712 0.26039
C -1.18364 -0.27544 -1.13017
H -2.70976 0.72324 1.10166
H -1.35450 0.53584 2.04126
H -1.38082 -1.47202 0.62896
H -1.43238 -1.07852 -1.81427
H -1.38834 0.71530 -1.51877

Properties
Highest occupied orbital energy (eV): -6.87
Gap between HOMO and LUMO (eV): 7.696

Atom charges from the Mulliken analysis, given in e for atoms 1 to 6: number 1, C, carries -1.37; number 2, C, carries 0.68; number 3, N, carries -0.46; number 4, N, carries -0.71; number 5, H, carries 0.31; number 6, H, carries 0.24


Most stable of them? entry i.


Entry i
Molecular formula: C4H11N3
Method: DFT, ωB97M-V with the def2-TZVPD basis set

Atoms and positions in Å:
C 0.11989 1.94191 -0.25575
C 0.55820 -2.07115 0.58179
N -1.70104 -0.24264 0.55250
C 0.17032 0.52792 0.10353
C 0.53480 -0.65528 0.22743
N -2.56666 -0.11217 -0.52313
N 2.41356 -0.18743 -0.21202
H -1.93836 0.49282 1.21676
H -2.52792 0.77791 -1.02412
H -2.42463 -0.87455 -1.17381
H 2.84313 0.28536 0.58350
H 2.49745 0.44825 -1.00445
H 0.46490 2.56887 0.56915
H 0.73245 2.15306 -1.13340
H -0.90534 2.23122 -0.50771
H 1.30308 -2.24361 1.35879
H 0.85333 -2.66183 -0.28650
H -0.42715 -2.37868 0.92743

Properties
Highest occupied orbital energy (spin up / spin down) (eV): -6.90 / -6.90
Gap between HOMO and LUMO (spin up / spin down) (eV): 7.696 / 7.697

Atom charges from the Mulliken analysis, given in e for atoms 1 to 6: number 1, C, carries -1.18; number 2, C, carries -1.23; number 3, N, carries -0.47; number 4, C, carries 0.58; number 5, C, carries 0.62; number 6, N, carries -0.47


Entry ii
Molecular formula: C4H11N3
Method: DFT, ωB97M-V with the def2-TZVPD basis set

Atoms and positions in Å:
C 2.51881 0.81164 -0.24460
C 0.42026 0.10080 0.88627
C 3.30178 -0.50736 -0.24193
C -2.78700 0.46990 -0.67526
N -1.70948 -1.29350 0.50566
N -0.59812 0.62499 0.30549
N -1.90187 0.14698 0.38485
H 3.17968 1.44718 0.39712
H 0.27103 -0.91021 1.31919
H 2.52648 -1.31902 -0.28832
H 3.71024 -0.64131 -1.15788
H 4.17008 -0.65358 0.38048
H -2.83362 -0.21653 -1.57115
H -3.80622 0.50122 -0.22525
H -2.54721 1.44931 -1.17092
H -1.49596 -1.68424 -0.38131
H -2.71566 -1.70926 0.66499
H -0.56642 1.62321 0.06706

Properties
Highest occupied orbital energy (eV): -6.95
Gap between HOMO and LUMO (eV): 7.615

Atom charges from the Mulliken analysis, given in e for atoms 1 to 6: number 1, C, carries -0.22; number 2, C, carries -0.44; number 3, C, carries -0.90; number 4, C, carries -0.79; number 5, N, carries -0.69; number 6, N, carries -0.06


Entry iii
Molecular formula: C4H11N3
Method: DFT, ωB97M-V with the def2-TZVPD basis set

Atoms and positions in Å:
N 2.26690 -0.18131 -1.58857
C 1.12211 -0.52828 -0.84254
C 0.64743 0.18896 0.17573
N 0.81266 1.60655 0.24757
C -0.28259 -0.40610 1.22107
C -1.59467 -0.88698 0.56553
N -2.37404 0.16348 -0.02676
H 2.48540 0.80308 -1.61422
H 2.31237 -0.53187 -2.53454
H 0.88931 -1.58449 -0.79734
H 1.36902 1.94419 1.02150
H 1.16663 1.93972 -0.63753
H 0.17339 -1.26690 1.71699
H -0.48446 0.42426 1.89611
H -1.30107 -1.61823 -0.20318
H -2.18920 -1.48994 1.24645
H -1.83869 0.96149 -0.34288
H -3.18049 0.46238 0.49662

Properties
Highest occupied orbital energy (eV): -7.45
SMILES string: N/C=C(\N)CCN
Gap between HOMO and LUMO (eV): 8.462

Atom charges from the Mulliken analysis, given in e for atoms 1 to 6: number 1, N, carries -0.54; number 2, C, carries -0.43; number 3, C, carries 0.42; number 4, N, carries -0.54; number 5, C, carries -0.71; number 6, C, carries -0.47


Entry iv
Molecular formula: C4H11N3
Method: DFT, ωB97M-V with the def2-TZVPD basis set

Atoms and positions in Å:
C -1.41109 -0.90854 -0.65196
C -0.48258 -0.85489 0.55899
C -0.66089 0.42890 1.37071
N 0.46401 0.57904 2.28409
H -2.44975 -0.96410 -0.33257
H -1.29127 -0.01296 -1.26114
H -1.19534 -1.78723 -1.26135
H 0.55935 -0.90724 0.23956
H -0.66648 -1.71496 1.20470
H -0.74798 1.27897 0.67448
H -1.58132 0.37570 1.95651
H 0.26518 1.30757 2.96507
H 1.28509 0.87867 1.76073
N 1.01107 1.98793 -0.93407
C 1.38609 1.05950 -1.49320
N 1.81991 -0.05545 -2.06858
H 1.10158 -0.72481 -2.31221
H 2.59442 0.03390 -2.69977

Properties
Highest occupied orbital energy (eV): -8.93
SMILES string: CCCN.N#CN
Gap between HOMO and LUMO (eV): 9.492

Atom charges from the Mulliken analysis, given in e for atoms 1 to 6: number 1, C, carries -1.28; number 2, C, carries -0.31; number 3, C, carries -0.50; number 4, N, carries -0.68; number 5, H, carries 0.39; number 6, H, carries 0.31


Most stable of them? entry iv.


Entry i
Molecular formula: H26NO11
Method: DFT, ωB97M-V with the def2-TZVPD basis set

Atoms and positions in Å:
N 24.16200 14.47400 38.31200
H 23.82200 13.47500 38.35400
H 24.95100 14.74100 37.68900
H 24.57100 14.69700 39.25600
H 23.33100 15.10900 38.21000
O 25.08700 12.40800 35.88400
H 25.18000 11.53000 35.79500
H 25.73500 12.95100 35.12000
O 23.67800 14.31600 41.94200
H 23.05500 14.97500 42.16600
H 23.01200 13.75100 41.60400
O 24.58700 11.16100 39.21300
H 24.00200 10.46000 38.71100
H 25.42400 10.66100 39.56000
O 27.12100 13.89000 34.76100
H 27.09000 14.28900 35.69000
H 27.92600 14.15200 34.18000
O 25.32900 17.61100 40.33000
H 24.32800 17.28200 40.49600
H 25.64600 17.88600 41.27300
O 23.91200 16.81500 36.41200
H 24.05900 17.72900 36.87500
H 24.28400 16.79600 35.56300
O 22.60300 17.20200 39.43600
H 22.40000 18.18000 39.67600
H 21.63000 16.97900 39.32100
O 26.07800 13.79200 41.04800
H 26.52300 14.50400 41.25100
H 25.37400 13.71500 41.72600
O 21.23600 13.77700 39.22100
H 20.94100 13.07200 38.53000
H 20.94300 13.15200 39.88500
O 20.22800 16.19700 38.80600
H 20.19800 16.41100 37.90700
H 20.59900 15.32800 38.72300
O 27.64800 15.68800 36.83800
H 28.51700 15.80900 36.62700
H 27.22100 16.66500 37.11300

Properties
Highest occupied orbital energy (eV): -13.33
Net charge: +1
Gap between HOMO and LUMO (eV): 10.314

Atom charges from the Mulliken analysis, given in e for atoms 1 to 6: number 1, N, carries -0.23; number 2, H, carries 0.32; number 3, H, carries 0.25; number 4, H, carries 0.28; number 5, H, carries 0.30; number 6, O, carries -0.64


Entry ii
Molecular formula: H26NO11
Method: DFT, ωB97M-V with the def2-TZVPD basis set

Atoms and positions in Å:
N -0.62608 -0.04008 0.42526
H -1.46108 -0.75308 0.72626
H -0.94308 0.71992 -0.53774
H 0.18692 -0.66408 -0.01974
H -0.18108 0.39192 1.12626
O -1.04008 0.47792 -2.50874
H -1.98708 0.26492 -2.65274
H -0.81608 1.01692 -3.17974
O 2.07792 0.20192 2.76626
H 2.50192 -0.29208 2.00226
H 1.40292 -0.28708 3.16226
O 1.37492 3.39792 0.04526
H 0.43992 3.29692 -0.12874
H 1.70092 4.24892 -0.10974
O -0.70608 -3.25408 -1.18374
H 0.26292 -3.22008 -1.19574
H -1.04508 -3.98808 -0.53774
O 2.03092 -2.39708 -1.38574
H 2.28492 -1.69408 -1.96074
H 2.35092 -3.15908 -1.83174
O -0.02108 -2.90908 2.16826
H -0.51608 -2.67508 2.86126
H -0.43608 -3.71808 1.95826
O 1.90392 0.61192 -0.62974
H 2.08692 1.46592 -0.41974
H 1.80592 0.61892 -1.56874
O -3.07508 0.34392 1.16226
H -3.77408 1.00792 0.95026
H -2.69408 0.37292 2.00126
O 2.59492 -2.10608 1.25926
H 1.77592 -2.54308 1.56626
H 2.43292 -1.96208 0.29426
O -1.64208 3.11592 -2.27874
H -2.30008 2.73292 -2.63074
H -1.13008 2.26992 -2.04174
O -1.30908 2.77992 0.67226
H -1.25308 3.61392 1.04526
H -2.25908 2.71092 0.60926

Properties
Highest occupied orbital energy (eV): -13.33
Net charge: +1
Gap between HOMO and LUMO (eV): 9.992

Atom charges from the Mulliken analysis, given in e for atoms 1 to 6: number 1, N, carries -0.39; number 2, H, carries 0.48; number 3, H, carries 0.37; number 4, H, carries 0.14; number 5, H, carries 0.41; number 6, O, carries -0.66


Most stable of them? entry i.


Entry i
Molecular formula: C23H26N2O4
Method: DFT, ωB97M-V with the def2-TZVPD basis set

Atoms and positions in Å:
C -6.34234 -1.56336 0.88742
O -5.59566 -2.16905 -0.13784
C -4.23695 -2.07270 -0.09273
C -3.54906 -2.63777 -1.16768
C -2.17596 -2.57938 -1.22478
C -1.44140 -1.93637 -0.22537
C 0.00759 -1.84464 -0.33983
C 0.75395 -0.80037 0.04588
N 2.14307 -0.82169 -0.03549
C 2.90361 0.31147 -0.17701
O 2.41163 1.40355 -0.37024
C 4.36991 0.07816 -0.11654
C 4.94138 -0.94661 0.63350
C 6.31402 -1.09804 0.66767
C 7.14864 -0.24208 -0.04353
C 8.63507 -0.41167 0.01471
C 6.57334 0.78720 -0.77956
C 5.20287 0.95169 -0.80999
C 0.19216 0.46290 0.65233
O 0.45821 0.80001 1.78782
N -0.61740 1.14640 -0.17881
C -1.32166 2.33320 0.22811
C -2.80865 2.03061 0.47934
C -3.62938 3.30286 0.74164
C -4.27380 3.57447 -0.61696
C -4.46999 2.15395 -1.14039
O -3.35664 1.41367 -0.68439
C -2.13398 -1.41072 0.86141
C -3.51256 -1.47832 0.93392
H -6.13491 -0.49022 0.95360
H -6.14855 -2.03037 1.85894
H -7.38772 -1.71288 0.62084
H -4.12073 -3.11465 -1.94832
H -1.65793 -3.01539 -2.06707
H 0.50209 -2.69577 -0.79570
H 2.59345 -1.72303 -0.10558
H 4.32102 -1.60784 1.22173
H 6.74901 -1.89133 1.25903
H 9.11645 0.07486 -0.82990
H 9.02280 0.03563 0.93047
H 8.90498 -1.46565 0.01854
H 7.20722 1.46778 -1.32954
H 4.75198 1.75592 -1.37151
H -0.89836 0.73294 -1.05320
H -1.22460 3.09080 -0.55461
H -0.85160 2.68795 1.14739
H -2.87928 1.31910 1.31095
H -3.00125 4.12128 1.08511
H -4.39695 3.11138 1.49199
H -5.20847 4.12532 -0.54529
H -3.58643 4.12097 -1.26285
H -4.49719 2.08517 -2.22956
H -5.39737 1.71920 -0.73701
H -1.58352 -0.96133 1.67373
H -4.01072 -1.06652 1.79786

Properties
Highest occupied orbital energy (eV): -7.71
SMILES string: COc1ccc(/C=C(/NC(=O)c2ccc(C)cc2)C(=O)NC[C@H]2CCCO2)cc1
Gap between HOMO and LUMO (eV): 8.346

Atom charges from the Mulliken analysis, given in e for atoms 1 to 6: number 1, C, carries -0.72; number 2, O, carries -0.47; number 3, C, carries 0.90; number 4, C, carries -0.67; number 5, C, carries -0.62; number 6, C, carries -0.12


Entry ii
Molecular formula: C23H26N2O4
Method: DFT, ωB97M-V with the def2-TZVPD basis set

Atoms and positions in Å:
O 1.11596 -1.67476 -2.29215
C 0.14703 -1.83935 -1.59079
C -0.81019 -3.01494 -1.71480
C -0.40723 -3.97232 -2.83546
C -0.64609 -3.41514 -4.24329
C 0.09891 -4.26736 -5.27324
C -0.10401 -3.72674 -6.68500
C -1.58800 -3.68036 -7.03235
C -2.33861 -2.83091 -6.01262
C -2.13238 -3.37779 -4.60281
N -0.21514 -0.99624 -0.57221
C 0.43135 0.15266 -0.11702
C 1.48992 0.74935 -0.79877
C 2.07272 1.89660 -0.29153
C 1.64022 2.45360 0.89887
C 0.59269 1.85460 1.59439
C 0.05418 2.37873 2.88397
O -1.11039 2.25106 3.19646
N 1.00751 2.97223 3.66868
C 0.87758 3.54170 4.93078
C -0.34775 3.66480 5.58582
C -0.40419 4.23685 6.83966
C 0.75413 4.69735 7.46230
C 0.73258 5.30890 8.80325
O 1.70464 5.72691 9.38506
O -0.49526 5.36589 9.34830
C 1.97833 4.57803 6.80386
C 2.03951 4.00742 5.55360
C -0.01597 0.72195 1.07157
H -1.81845 -2.62922 -1.87980
H -0.81040 -3.54963 -0.76069
H 0.65697 -4.18913 -2.72394
H -0.95722 -4.90931 -2.72094
H -0.24305 -2.39906 -4.28413
H 1.16413 -4.27733 -5.03443
H -0.26690 -5.29634 -5.22172
H 0.42808 -4.35538 -7.40236
H 0.31404 -2.71959 -6.74769
H -1.72569 -3.26924 -8.03469
H -1.99374 -4.69495 -7.02799
H -3.40460 -2.81562 -6.25147
H -1.97059 -1.80320 -6.05789
H -2.68308 -2.75541 -3.89402
H -2.54090 -4.39036 -4.54533
H -1.02296 -1.26220 -0.02520
H 1.84452 0.31508 -1.71789
H 2.87879 2.36323 -0.83742
H 2.09400 3.36754 1.25434
H 1.95391 2.95275 3.31289
H -1.24316 3.30681 5.10643
H -1.35122 4.33036 7.34696
H -0.44026 5.77548 10.22538
H 2.86857 4.93959 7.29526
H 2.99032 3.91494 5.04696
H -0.84315 0.28747 1.61487

Properties
Highest occupied orbital energy (eV): -8.81
SMILES string: O=C(CCC1CCCCC1)Nc1cccc(C(=O)Nc2ccc(C(=O)O)cc2)c1
Gap between HOMO and LUMO (eV): 8.957

Atom charges from the Mulliken analysis, given in e for atoms 1 to 6: number 1, O, carries -0.64; number 2, C, carries 0.78; number 3, C, carries -0.92; number 4, C, carries -1.35; number 5, C, carries 0.79; number 6, C, carries -1.11


Most stable of them? entry ii.